No. 1
{
  "formula": "CH3ClN3O",
  "method": "wB97M-V/def2-TZVPD",
  "lumo_ev": -6.78,
  "e_above_lowest_kcal_mol": 60.10,
  "fmax_ha_per_bohr": 0.123,
  "homo_lumo_gap_ev": 9.748,
  "charge": 1,
  "total_energy_ha": -739.0761,
  "elements": ["C", "N", "N", "N", "O", "Cl", "H", "H", "H"],
  "xyz": [[1.50, -2.10, -0.23], [-0.01, 0.50, 1.00], [1.29, -1.07, 0.22], [0.98, 0.27, 0.42], [-1.47, -0.15, -0.60], [2.20, 1.30, -0.30], [-2.37, -0.66, -0.60], [-0.53, 1.31, 1.26], [-1.59, 0.59, -1.17]]
}

No. 2
{
  "formula": "C4H5N3",
  "method": "wB97M-V/def2-TZVPD",
  "lumo_ev": 0.59,
  "e_above_lowest_kcal_mol": 47.77,
  "smiles": "CNC(C#N)C#N",
  "fmax_ha_per_bohr": 0.022,
  "homo_lumo_gap_ev": 10.803,
  "charge": 0,
  "total_energy_ha": -319.6361,
  "elements": ["C", "N", "C", "C", "N", "C", "N", "H", "H", "H", "H", "H"],
  "xyz": [[0.92, 0.27, 1.27], [0.09, 0.90, 0.26], [-0.82, 0.04, -0.50], [-0.57, 0.19, -1.95], [-0.35, 0.39, -3.07], [-0.75, -1.40, -0.15], [-0.73, -2.51, 0.16], [0.30, -0.16, 2.06], [1.54, 1.05, 1.72], [1.58, -0.52, 0.89], [0.66, 1.42, -0.38], [-1.86, 0.34, -0.32]]
}

No. 3
{
  "formula": "CH2O2S2",
  "method": "wB97M-V/def2-TZVPD",
  "lumo_ev": -0.04,
  "e_above_lowest_kcal_mol": 70.72,
  "smiles": "OOC(=S)S",
  "fmax_ha_per_bohr": 0.076,
  "homo_lumo_gap_ev": 9.263,
  "charge": 0,
  "total_energy_ha": -986.0206,
  "elements": ["O", "O", "C", "S", "S", "H", "H"],
  "xyz": [[-0.13, 2.11, 0.13], [-0.62, 0.77, 0.41], [-0.05, -0.43, -0.06], [1.31, -0.45, -0.92], [-0.95, -1.77, 0.50], [0.86, 2.24, 0.38], [-0.41, -2.46, -0.43]]
}

No. 4
{
  "formula": "C17H30IN2O9",
  "method": "wB97M-V/def2-TZVPD",
  "lumo_ev": 2.06,
  "fmax_ha_per_bohr": 0.131,
  "homo_lumo_gap_ev": 7.118,
  "charge": -1,
  "total_energy_ha": -1750.0120,
  "elements": ["O", "C", "O", "C", "C", "I", "C", "O", "O", "C", "O", "C", "O", "C", "C", "N", "C", "C", "O", "C", "H", "H", "H", "H", "H", "H", "H", "H", "H", "H", "H", "H", "H", "H", "H", "C", "O", "C", "C", "N", "C", "C", "O", "C", "H", "H", "H", "H", "H", "H", "H", "H", "H", "H", "H", "H", "H", "H", "H"],
  "xyz": [[5.14, -4.81, 2.52], [4.61, -4.40, 1.43], [5.37, -4.05, 0.32], [3.00, -4.29, 1.43], [2.17, -3.12, 1.21], [2.83, -1.09, 0.76], [0.65, -3.59, 1.37], [-0.42, -2.97, 1.16], [0.56, -4.96, 1.84], [1.91, -5.43, 1.66], [2.27, -6.65, 1.63], [-5.14, 0.39, 5.65], [-4.68, -0.84, 5.11], [-5.27, -1.18, 3.85], [-4.29, -0.97, 2.70], [-4.04, 0.45, 2.44], [-2.88, 0.72, 1.59], [-1.51, 0.18, 2.03], [-0.96, 0.81, 3.18], [-1.50, 0.37, 4.42], [-4.85, 0.43, 6.70], [-4.68, 1.24, 5.15], [-6.23, 0.47, 5.59], [-6.22, -0.65, 3.69], [-5.51, -2.25, 3.91], [-4.70, -1.43, 1.79], [-3.37, -1.50, 2.95], [-3.90, 0.92, 3.33], [-2.80, 1.81, 1.52], [-3.09, 0.35, 0.58], [-0.80, 0.39, 1.22], [-1.49, -0.91, 2.15], [-1.73, -0.70, 4.41], [-2.38, 0.96, 4.67], [-0.75, 0.55, 5.20], [2.45, 4.67, -4.26], [1.43, 3.82, -4.76], [1.81, 3.08, -5.92], [2.06, 1.60, -5.59], [3.27, 1.43, -4.80], [3.40, 0.11, -4.16], [2.28, -0.35, -3.21], [2.20, 0.36, -1.99], [1.57, 1.63, -2.08], [1.99, 5.37, -3.57], [3.20, 4.10, -3.71], [2.93, 5.24, -5.06], [2.66, 3.53, -6.44], [0.95, 3.13, -6.61], [2.14, 1.03, -6.52], [1.17, 1.24, -5.05], [3.31, 2.13, -4.08], [4.33, 0.14, -3.58], [3.53, -0.64, -4.94], [2.51, -1.39, -2.93], [1.30, -0.40, -3.70], [0.73, 1.63, -2.78], [2.30, 2.40, -2.33], [1.17, 1.88, -1.09]]
}

No. 5
{
  "formula": "C6H13N2",
  "method": "wB97M-V/def2-TZVPD",
  "lumo_ev": [-6.27, -5.13],
  "e_above_lowest_kcal_mol": 135.51,
  "fmax_ha_per_bohr": 0.089,
  "homo_lumo_gap_ev": [6.488, 8.444],
  "charge": 1,
  "total_energy_ha": -345.4801,
  "elements": ["C", "C", "C", "C", "C", "C", "N", "N", "H", "H", "H", "H", "H", "H", "H", "H", "H", "H", "H", "H", "H"],
  "xyz": [[1.63, 1.73, 0.87], [-0.32, -1.68, 1.17], [-1.77, 1.39, -0.63], [1.37, -0.99, -1.34], [-0.46, -0.37, 0.53], [-1.51, -0.06, -0.38], [1.67, 0.71, 0.17], [0.95, -0.15, -0.28], [2.54, 2.09, 1.24], [-0.85, -1.77, 2.21], [-0.93, -2.26, 0.53], [0.77, -2.01, 1.15], [-1.93, 1.80, -1.63], [-2.78, 1.41, -0.23], [-1.04, 2.00, -0.17], [0.57, -1.44, -1.88], [2.07, -0.40, -2.01], [1.91, -1.80, -0.95], [-0.43, 0.47, 1.16], [0.73, 2.12, 1.27], [-2.16, -0.77, -0.81]]
}

No. 6
{
  "formula": "C10H5BrCl16INO3P",
  "method": "wB97M-V/def2-TZVPD",
  "lumo_ev": -4.80,
  "fmax_ha_per_bohr": 0.023,
  "homo_lumo_gap_ev": 7.873,
  "charge": 1,
  "total_energy_ha": -11240.4067,
  "elements": ["O", "C", "O", "C", "C", "I", "C", "N", "C", "C", "P", "O", "Br", "H", "H", "H", "H", "H", "C", "Cl", "Cl", "Cl", "Cl", "C", "Cl", "Cl", "Cl", "Cl", "C", "Cl", "Cl", "Cl", "Cl", "C", "Cl", "Cl", "Cl", "Cl"],
  "xyz": [[0.82, -5.13, 0.81], [1.43, -5.09, -0.19], [2.23, -6.09, -0.61], [1.43, -3.86, -1.07], [2.48, -2.94, -0.96], [4.07, -3.29, 0.35], [2.45, -1.80, -1.73], [1.44, -1.57, -2.57], [0.43, -2.43, -2.70], [0.38, -3.60, -1.96], [-1.16, -4.60, -2.29], [-1.97, -4.14, -0.96], [-0.64, -6.75, -2.00], [2.05, -6.24, -1.55], [3.25, -1.08, -1.66], [1.42, -0.71, -3.12], [-0.35, -2.19, -3.41], [-2.54, -4.87, -0.67], [2.30, 2.73, -3.38], [1.25, 1.40, -3.95], [3.59, 2.98, -4.55], [1.33, 4.17, -3.21], [2.99, 2.28, -1.81], [-1.51, 4.62, -0.09], [-2.25, 4.89, -1.67], [-2.66, 3.81, 0.98], [-0.07, 3.61, -0.29], [-1.04, 6.16, 0.62], [-5.06, 2.88, 4.62], [-4.88, 1.44, 5.62], [-4.10, 4.20, 5.30], [-4.50, 2.53, 2.97], [-6.75, 3.36, 4.57], [0.83, 3.06, 4.12], [-0.77, 3.49, 4.72], [1.89, 4.46, 4.20], [1.50, 1.74, 5.09], [0.68, 2.54, 2.43]]
}

No. 7
{
  "formula": "C18H28N4O3",
  "method": "wB97M-V/def2-TZVPD",
  "lumo_ev": 0.67,
  "e_above_lowest_kcal_mol": 45.64,
  "smiles": "CN(Cc1ccon1)C(=O)C[C@@H]1C(=O)NCCN1CC1CCCCC1",
  "fmax_ha_per_bohr": 0.023,
  "homo_lumo_gap_ev": 9.221,
  "charge": 0,
  "total_energy_ha": -1147.4310,
  "elements": ["C", "N", "C", "C", "C", "C", "O", "N", "C", "O", "C", "C", "C", "O", "N", "C", "C", "N", "C", "C", "C", "C", "C", "C", "C", "H", "H", "H", "H", "H", "H", "H", "H", "H", "H", "H", "H", "H", "H", "H", "H", "H", "H", "H", "H", "H", "H", "H", "H", "H", "H", "H", "H"],
  "xyz": [[2.68, -0.28, -2.23], [2.24, -0.60, -0.90], [2.40, -2.00, -0.53], [3.82, -2.28, -0.19], [4.45, -2.14, 1.07], [5.75, -2.45, 0.81], [5.89, -2.75, -0.48], [4.70, -2.64, -1.10], [1.80, 0.26, 0.05], [1.59, -0.11, 1.19], [1.57, 1.70, -0.36], [0.38, 1.86, -1.32], [0.11, 3.36, -1.54], [0.97, 4.21, -1.43], [-1.14, 3.68, -1.93], [-2.28, 2.79, -2.01], [-1.82, 1.33, -1.95], [-0.81, 1.10, -0.94], [-1.26, 1.28, 0.43], [-2.25, 0.19, 0.86], [-1.63, -1.20, 0.65], [-2.58, -2.29, 1.11], [-2.94, -2.11, 2.58], [-3.56, -0.73, 2.80], [-2.60, 0.36, 2.34], [2.96, 0.77, -2.32], [1.90, -0.51, -2.96], [3.56, -0.88, -2.46], [1.76, -2.18, 0.34], [2.08, -2.62, -1.37], [3.99, -1.84, 1.99], [6.63, -2.49, 1.42], [2.45, 2.14, -0.83], [1.39, 2.27, 0.56], [0.68, 1.48, -2.30], [-1.32, 4.66, -2.06], [-2.82, 2.98, -2.95], [-2.97, 3.00, -1.18], [-2.68, 0.69, -1.75], [-1.41, 1.04, -2.92], [-0.39, 1.19, 1.08], [-1.71, 2.27, 0.60], [-3.17, 0.26, 0.28], [-1.38, -1.33, -0.41], [-0.70, -1.25, 1.21], [-2.12, -3.27, 0.96], [-3.50, -2.26, 0.51], [-3.64, -2.88, 2.90], [-2.04, -2.20, 3.18], [-3.79, -0.59, 3.86], [-4.49, -0.65, 2.24], [-1.68, 0.32, 2.93], [-3.05, 1.35, 2.49]]
}

No. 8
{
  "formula": "C38H34AuN4S2",
  "method": "wB97M-V/def2-TZVPD",
  "lumo_ev": -3.27,
  "fmax_ha_per_bohr": 0.027,
  "homo_lumo_gap_ev": 7.369,
  "charge": 1,
  "total_energy_ha": -2619.3903,
  "elements": ["Au", "C", "C", "C", "C", "C", "C", "C", "C", "C", "C", "C", "C", "C", "C", "C", "N", "H", "H", "H", "H", "H", "H", "H", "H", "H", "H", "C", "C", "C", "C", "C", "C", "C", "C", "S", "C", "N", "C", "C", "C", "C", "C", "C", "C", "C", "H", "H", "H", "H", "H", "H", "H", "H", "H", "H", "H", "H", "H", "H", "H", "H", "C", "C", "C", "C", "N", "C", "S", "N", "C", "H", "H", "H", "H", "H", "H", "H", "H"],
  "xyz": [[0.39, 0.60, 1.68], [1.69, 4.51, 2.97], [3.05, 4.46, 2.73], [3.61, 3.33, 2.15], [2.82, 2.24, 1.79], [1.44, 2.30, 2.06], [0.89, 3.42, 2.65], [3.39, 1.05, 1.14], [4.70, 1.03, 0.61], [5.16, -0.09, -0.01], [4.36, -1.25, -0.08], [4.78, -2.45, -0.69], [3.97, -3.55, -0.70], [2.71, -3.49, -0.08], [2.27, -2.34, 0.51], [3.07, -1.18, 0.50], [2.61, -0.02, 1.06], [1.24, 5.39, 3.41], [3.68, 5.30, 2.99], [4.68, 3.30, 1.99], [-0.17, 3.45, 2.87], [5.32, 1.91, 0.67], [6.16, -0.12, -0.44], [5.77, -2.48, -1.14], [4.29, -4.46, -1.17], [2.07, -4.37, -0.06], [1.31, -2.31, 1.01], [-1.99, -2.28, -4.31], [-0.69, -2.23, -3.50], [-0.05, -0.85, -3.67], [0.29, -3.29, -4.03], [-1.01, -2.53, -2.04], [-1.51, -3.80, -1.69], [-1.78, -4.15, -0.38], [-1.54, -3.22, 0.61], [-1.66, -3.38, 2.34], [-1.06, -1.78, 2.53], [-0.82, -1.15, 1.40], [-1.07, -1.94, 0.29], [-0.81, -1.60, -1.03], [-0.68, -1.15, 3.78], [-0.99, -1.68, 5.04], [-0.51, -1.05, 6.17], [0.28, 0.09, 6.06], [0.57, 0.62, 4.81], [0.09, 0.00, 3.68], [-1.77, -2.06, -5.36], [-2.70, -1.54, -3.94], [-2.45, -3.26, -4.26], [0.22, -0.71, -4.72], [0.87, -0.76, -3.08], [-0.73, -0.05, -3.37], [0.59, -3.04, -5.05], [-0.16, -4.28, -4.05], [1.19, -3.33, -3.41], [-1.67, -4.54, -2.46], [-2.15, -5.14, -0.14], [-0.43, -0.60, -1.24], [-1.61, -2.57, 5.11], [-0.73, -1.47, 7.15], [0.66, 0.56, 6.95], [1.19, 1.51, 4.74], [-4.16, 5.24, -0.42], [-3.62, 3.99, -1.02], [-4.29, 3.23, -1.94], [-3.68, 2.04, -2.40], [-2.49, 1.65, -1.95], [-1.83, 2.41, -1.08], [-0.24, 2.06, -0.58], [-2.40, 3.56, -0.62], [-4.35, 1.17, -3.40], [-5.05, 5.57, -0.95], [-3.42, 6.04, -0.43], [-4.44, 5.06, 0.62], [-5.26, 3.53, -2.31], [-1.86, 4.13, 0.02], [-5.16, 1.69, -3.90], [-4.76, 0.29, -2.90], [-3.63, 0.82, -4.13]]
}